Molecular formula: C41H33N5O5PSSc
Method: DFT, ωB97M-V/def2-TZVPD

As for the net charge: -2. The electronic energy is -3732.4744 a.u. Its relative energy (zero: lowest compared OMol25 entry of this formula, charge and spin) is 3.349 eV. The HOMO energy comes out at -0.98 eV.

CARTESIAN COORDINATES (ANGSTROEM)
Sc  -0.637756  -0.198379  0.607180
C  1.359345  -3.525047  2.942512
O  1.437944  -2.830703  4.186333
C  0.377928  -2.018862  4.500340
C  -0.172639  -2.176036  5.748625
C  -1.255617  -1.407063  6.194736
C  -1.785398  -0.479324  5.334577
C  -1.235197  -0.279512  4.058550
C  -1.815311  0.757692  3.243395
N  -1.206665  1.184045  2.206709
N  -1.915133  2.033508  1.329228
C  -2.874427  1.374402  0.650973
O  -2.992545  0.121032  0.811477
C  -3.772068  2.103434  -0.277034
C  -4.572073  1.318841  -1.107345
C  -5.447726  1.917890  -1.994596
C  -5.538061  3.303438  -2.050474
C  -4.746782  4.085346  -1.222554
C  -3.854172  3.495281  -0.338098
C  -0.121025  -1.033558  3.577577
O  0.410000  -0.880409  2.416774
H  0.345823  -3.896769  2.763346
H  2.051194  -4.364132  3.023495
H  1.637050  -2.869252  2.125671
H  0.253138  -2.948247  6.379058
H  -1.674305  -1.566577  7.179745
H  -2.637182  0.123961  5.628967
H  -2.792732  1.168195  3.512370
H  -4.467705  0.243993  -1.046922
H  -6.047612  1.305279  -2.657408
H  -6.213080  3.772493  -2.757989
H  -4.805659  5.165911  -1.279968
H  -3.185899  4.079463  0.278247
C  3.123343  -5.559538  -0.829113
C  3.457119  -4.457371  -0.051368
C  2.788146  -3.258874  -0.227760
C  1.772662  -3.134930  -1.174560
C  1.448719  -4.241515  -1.948992
C  2.119980  -5.445450  -1.776235
P  0.912527  -1.523154  -1.296126
C  0.191218  -1.548741  -2.974284
C  -0.994304  -2.260998  -3.161443
C  -1.596444  -2.294242  -4.407973
C  -1.037146  -1.603399  -5.476022
C  0.121359  -0.871083  -5.285342
C  0.734756  -0.842805  -4.039559
C  2.304168  -0.371435  -1.441927
C  3.388840  -0.741554  -2.197421
C  4.429271  0.162306  -2.479862
C  4.312662  1.441693  -2.026194
C  3.206232  1.849828  -1.242111
C  3.095813  3.194501  -0.842289
C  2.048856  3.575356  -0.064124
C  1.079126  2.663798  0.436534
C  1.107414  1.316156  0.039898
C  2.180383  0.939002  -0.857876
H  3.642898  -6.500720  -0.693465
H  4.241690  -4.526467  0.691901
H  3.075691  -2.397237  0.361100
H  0.658624  -4.173492  -2.684821
H  1.846010  -6.297722  -2.386277
H  -1.443040  -2.771554  -2.319662
H  -2.520632  -2.844098  -4.537260
H  -1.525450  -1.608982  -6.443108
H  0.541600  -0.288694  -6.095570
H  1.619999  -0.237537  -3.897324
H  3.437958  -1.744297  -2.607543
H  5.277546  -0.148325  -3.078459
H  5.068521  2.186758  -2.256298
H  3.840149  3.910039  -1.177645
H  1.987365  4.623244  0.191939
H  0.252236  2.699287  2.377443
O  -1.302672  -3.823732  -0.327665
N  -1.605055  -3.401251  0.778596
O  -1.465499  -2.158425  0.953974
S  -1.570519  2.288689  -3.592975
C  -1.385430  1.295148  -2.303187
N  -1.242903  0.568488  -1.398300
C  1.584887  4.864944  2.793074
C  0.369988  4.724842  1.882931
C  0.059715  3.275265  1.463120
N  -1.357106  3.292412  1.097996
H  1.768180  5.907034  3.071620
H  2.498085  4.477154  2.341735
H  1.425011  4.299998  3.714862
H  0.442082  5.385829  1.014437
H  -0.520285  5.055518  2.421482

Atomic forces in eV per Å
-0.214 -0.365 0.121
-0.127 0.032 0.020
0.083 0.085 0.099
-0.133 -0.019 -0.074
0.061 -0.065 -0.008
-0.045 0.034 -0.008
0.064 -0.081 -0.003
-0.162 0.205 0.042
0.113 0.009 0.138
-0.189 -0.368 -0.348
0.255 0.348 -0.067
-0.043 0.434 -0.193
0.184 -0.088 0.081
0.144 0.023 0.139
-0.015 0.045 -0.006
0.005 -0.020 0.013
-0.042 0.049 -0.039
-0.013 -0.025 -0.021
0.012 -0.119 -0.044
0.212 -0.134 -0.084
-0.123 -0.057 0.125
0.040 0.009 0.002
0.002 0.014 -0.045
0.003 -0.043 -0.088
0.020 -0.003 0.015
0.000 0.003 0.009
-0.014 0.024 -0.005
0.097 0.074 0.060
0.000 0.009 -0.006
0.002 0.010 0.002
-0.002 0.005 0.006
0.003 0.007 -0.011
-0.013 0.022 0.027
0.063 -0.026 0.066
0.006 -0.041 -0.042
0.054 0.017 0.007
0.088 0.038 -0.066
-0.076 -0.079 0.014
-0.067 0.023 -0.047
-0.082 0.122 0.373
0.056 -0.098 0.007
-0.010 0.009 -0.050
0.003 0.000 -0.016
-0.039 -0.014 -0.007
0.015 0.006 0.012
-0.011 0.046 -0.068
-0.003 0.060 0.030
0.135 0.023 -0.012
-0.043 -0.043 -0.015
-0.035 0.087 0.073
0.125 0.133 -0.058
-0.016 -0.092 -0.035
0.009 0.058 -0.030
-0.050 0.049 -0.068
-0.142 0.109 0.129
-0.023 -0.040 -0.057
0.004 -0.006 0.001
0.010 -0.019 0.015
-0.032 0.044 0.055
0.011 0.014 0.007
0.007 -0.016 -0.001
-0.013 -0.023 0.061
-0.015 -0.004 -0.014
-0.001 -0.002 -0.014
-0.011 0.002 -0.021
-0.025 -0.021 -0.007
-0.022 0.009 0.000
0.012 -0.005 0.009
0.017 -0.014 -0.017
0.004 0.019 0.019
-0.026 -0.008 -0.015
-0.104 -0.052 0.042
0.090 -0.060 -0.242
-0.065 -0.208 0.143
0.040 0.298 -0.035
0.013 -0.224 0.252
0.008 0.184 -0.406
-0.026 -0.033 0.010
0.062 -0.004 0.070
-0.083 -0.020 -0.054
0.173 0.109 -0.091
-0.158 -0.327 0.259
-0.028 0.024 -0.012
0.021 -0.017 -0.048
-0.005 -0.001 0.021
-0.012 -0.014 0.006
0.033 -0.026 0.021

And the Mulliken charges, in e, turn out to be: number 1, Sc, carries -1.59; number 2, C, carries -0.71; number 3, O, carries -0.56; number 4, C, carries 0.02; number 5, C, carries -0.51; number 6, C, carries -0.79; number 7, C, carries -0.94; number 8, C, carries 0.35; number 9, C, carries -0.30; number 10, N, carries -0.25; number 11, N, carries 1.36; number 12, C, carries 0.94; number 13, O, carries -0.75; number 14, C, carries 0.27; number 15, C, carries -0.58; number 16, C, carries -0.61; number 17, C, carries -0.29; number 18, C, carries -0.77; number 19, C, carries -0.15; number 20, C, carries 1.05; number 21, O, carries -0.44; number 22, H, carries 0.29; number 23, H, carries 0.25; number 24, H, carries 0.27; number 25, H, carries 0.43; number 26, H, carries 0.34; number 27, H, carries 0.37; number 28, H, carries 0.30; number 29, H, carries 0.40; number 30, H, carries 0.36; number 31, H, carries 0.35; number 32, H, carries 0.38; number 33, H, carries 0.52; number 34, C, carries -0.52; number 35, C, carries -0.70; number 36, C, carries -0.68; number 37, C, carries 0.49; number 38, C, carries -0.14; number 39, C, carries -0.68; number 40, P, carries 1.73; number 41, C, carries 0.28; number 42, C, carries -0.42; number 43, C, carries -0.68; number 44, C, carries -0.58; number 45, C, carries -0.64; number 46, C, carries -0.39; number 47, C, carries -0.31; number 48, C, carries 0.20; number 49, C, carries -0.95; number 50, C, carries -0.73; number 51, C, carries 1.60; number 52, C, carries -1.69; number 53, C, carries -0.92; number 54, C, carries 1.00; number 55, C, carries 1.13; number 56, C, carries -0.70; number 57, H, carries 0.34; number 58, H, carries 0.41; number 59, H, carries 0.53; number 60, H, carries 0.33; number 61, H, carries 0.40; number 62, H, carries 0.43; number 63, H, carries 0.41; number 64, H, carries 0.33; number 65, H, carries 0.37; number 66, H, carries 0.25; number 67, H, carries 0.55; number 68, H, carries 0.35; number 69, H, carries 0.34; number 70, H, carries 0.32; number 71, H, carries 0.22; number 72, H, carries -0.05; number 73, O, carries -0.34; number 74, N, carries -0.02; number 75, O, carries -0.48; number 76, S, carries -0.49; number 77, C, carries 0.26; number 78, N, carries -0.32; number 79, C, carries -1.34; number 80, C, carries -1.08; number 81, C, carries 0.96; number 82, N, carries -1.27; number 83, H, carries 0.41; number 84, H, carries 0.30; number 85, H, carries 0.36; number 86, H, carries 0.39; number 87, H, carries 0.45

***

Molecular formula: C41H34AsN3O2RuS4Sb
Method: DFT, ωB97M-V/def2-TZVPD

The spin multiplicity is 6. The electronic energy is -6061.1970 a.u. Its relative energy (zero: lowest compared OMol25 entry of this formula, charge and spin) is 0.152 eV. The HOMO energy (spin up / spin down) comes out at -5.30 / -7.81 eV.

CARTESIAN COORDINATES (ANGSTROEM)
Ru  -0.527138  -0.559342  -0.550606
C  0.799326  -3.710724  2.950596
O  -0.462033  -3.051010  3.192982
C  -0.713050  -2.305465  2.106520
N  0.135619  -2.326096  1.155445
C  1.247288  -3.192567  1.559555
C  1.543461  -4.286189  0.563360
C  0.564850  -4.787520  -0.283501
C  0.874352  -5.790584  -1.192339
C  2.159501  -6.311455  -1.252038
C  3.141362  -5.817958  -0.400725
C  2.834580  -4.804871  0.496040
C  -1.941125  -1.515248  2.059472
C  -2.969625  -1.747335  2.928908
C  -4.165040  -1.002515  2.764765
C  -4.244694  -0.094842  1.747624
C  -3.145877  0.112113  0.886215
N  -1.971428  -0.593888  1.071353
C  -3.162359  1.031186  -0.191685
N  -2.105394  1.115376  -0.968408
C  -3.859804  2.235060  -2.649366
C  -4.470601  2.705292  -1.348819
O  -4.314675  1.730803  -0.316488
C  -4.057189  3.141283  -3.829548
C  -4.259391  4.511081  -3.697791
C  -4.407599  5.309502  -4.824087
C  -4.344748  4.752345  -6.092802
C  -4.133130  3.386304  -6.232839
C  -3.990985  2.588346  -5.107494
H  0.635863  -4.785463  2.963835
H  1.480709  -3.424601  3.749300
H  2.145959  -2.585647  1.650849
H  -0.431545  -4.364850  -0.264198
H  0.109110  -6.153795  -1.867007
H  2.398674  -7.089746  -1.965005
H  4.150296  -6.210905  -0.446662
H  3.611767  -4.396373  1.136288
H  -2.855631  -2.490498  3.704257
H  -5.006376  -1.168140  3.423870
H  -5.144649  0.477811  1.574257
H  -4.263452  1.246661  -2.880748
H  -5.547617  2.838725  -1.450396
H  -4.020638  3.645345  -1.027046
H  -4.299640  4.968952  -2.716691
H  -4.569271  6.373930  -4.707875
H  -4.458131  5.378102  -6.968756
H  -4.079505  2.941672  -7.218959
H  -3.822706  1.522673  -5.214641
S  -1.584630  -2.214257  -1.740575
Sb  -0.695832  -1.407221  -3.820784
S  -2.079884  2.064656  -2.370051
S  0.691290  -0.005061  -2.425612
S  0.726008  -3.094869  -4.577346
C  1.409525  -0.106847  5.411317
C  0.464472  0.693497  4.781625
C  0.523928  0.895263  3.412068
C  1.532210  0.297557  2.659782
C  2.479951  -0.498556  3.292642
C  2.419296  -0.700611  4.666110
As  1.491406  0.542359  0.736368
C  1.651128  2.464696  0.587617
C  2.551774  3.205285  1.351317
C  2.599861  4.584893  1.222009
C  1.740298  5.233486  0.342489
C  0.823674  4.502547  -0.397977
C  0.776003  3.119745  -0.271487
C  3.206352  -0.150241  0.158120
C  3.214128  -1.373189  -0.511775
C  4.410260  -1.940111  -0.929784
C  5.608868  -1.283713  -0.685768
C  5.607675  -0.065567  -0.021176
C  4.413629  0.498926  0.402597
H  1.360900  -0.263967  6.481075
H  -0.324863  1.158354  5.359590
H  -0.220965  1.512568  2.923221
H  3.281265  -0.945977  2.716227
H  3.165992  -1.315887  5.153441
H  3.189132  2.714501  2.072618
H  3.302668  5.156753  1.815407
H  1.780560  6.311422  0.245140
H  0.141214  4.998482  -1.076615
H  0.060762  2.548385  -0.847233
H  2.282667  -1.878524  -0.732211
H  4.395631  -2.887788  -1.454527
H  6.543351  -1.716781  -1.020732
H  6.541612  0.451754  0.163985
H  4.431010  1.449101  0.909921

Atomic forces in eV per Å
0.426 0.250 -0.275
0.042 0.080 -0.092
-0.075 0.011 0.038
0.231 -0.096 -0.053
0.051 0.117 0.086
-0.163 -0.174 0.007
0.108 -0.024 -0.025
-0.034 0.018 -0.036
0.013 -0.032 -0.019
0.002 0.058 0.065
-0.015 -0.009 -0.015
0.001 -0.005 -0.004
-0.162 0.013 0.112
0.120 -0.011 0.040
-0.125 0.061 -0.001
0.035 0.013 0.026
-0.023 0.047 0.196
0.065 -0.189 -0.180
0.155 0.049 0.026
-0.064 0.002 0.090
0.108 -0.044 0.107
-0.051 -0.029 0.062
-0.121 0.004 -0.116
-0.010 0.028 -0.110
0.008 0.022 0.004
-0.003 0.028 -0.027
0.009 -0.050 0.039
0.003 -0.002 0.044
-0.026 0.074 -0.048
-0.038 -0.052 -0.008
0.005 -0.010 0.014
0.088 0.092 0.066
0.016 -0.008 0.002
0.015 0.010 0.013
0.001 0.005 -0.001
-0.034 0.009 0.001
-0.042 -0.020 -0.024
-0.010 0.009 -0.014
0.008 0.011 -0.016
-0.004 -0.012 0.019
0.025 -0.055 0.000
-0.032 0.017 0.032
0.025 0.012 0.028
0.000 -0.015 -0.041
0.002 -0.019 0.000
0.000 -0.006 0.015
-0.002 0.012 0.031
-0.002 0.006 0.003
-0.250 -0.049 0.062
0.162 -0.050 -0.066
-0.063 -0.070 -0.173
0.075 -0.131 0.093
-0.130 0.114 0.080
0.042 -0.029 -0.053
-0.032 0.003 0.056
-0.022 -0.071 -0.057
0.065 -0.003 0.012
0.058 0.064 -0.025
-0.055 0.035 0.040
-0.328 0.042 -0.130
-0.075 0.071 0.101
-0.162 0.074 -0.009
0.005 -0.001 -0.001
-0.006 -0.008 -0.002
0.015 -0.037 0.007
0.130 0.000 -0.043
0.058 -0.231 -0.021
0.025 0.082 0.036
0.042 0.027 0.007
-0.059 -0.072 -0.031
0.051 0.041 0.019
-0.063 -0.098 -0.057
-0.004 -0.002 -0.005
0.019 -0.013 -0.017
-0.039 0.018 -0.006
0.022 -0.004 0.007
-0.008 0.010 -0.004
0.056 -0.034 0.075
-0.016 -0.010 -0.010
0.000 -0.022 0.003
0.005 0.003 0.009
0.015 0.025 -0.008
-0.023 -0.012 -0.025
0.001 0.030 0.017
-0.018 0.006 0.007
-0.037 -0.010 0.001
0.021 0.118 0.047

And the Mulliken charges, in e, turn out to be: number 1, Ru, carries 0.54; number 2, C, carries -0.34; number 3, O, carries -0.48; number 4, C, carries 0.09; number 5, N, carries 0.42; number 6, C, carries 1.37; number 7, C, carries -0.36; number 8, C, carries -0.18; number 9, C, carries -0.87; number 10, C, carries -0.41; number 11, C, carries -0.85; number 12, C, carries -0.33; number 13, C, carries -0.06; number 14, C, carries -0.89; number 15, C, carries -0.79; number 16, C, carries -0.99; number 17, C, carries -0.69; number 18, N, carries 1.19; number 19, C, carries 0.91; number 20, N, carries 0.27; number 21, C, carries 0.67; number 22, C, carries -1.08; number 23, O, carries -0.30; number 24, C, carries -0.04; number 25, C, carries -0.34; number 26, C, carries -0.77; number 27, C, carries -0.43; number 28, C, carries -0.65; number 29, C, carries -0.24; number 30, H, carries 0.34; number 31, H, carries 0.39; number 32, H, carries -0.75; number 33, H, carries 0.28; number 34, H, carries 0.41; number 35, H, carries 0.41; number 36, H, carries 0.40; number 37, H, carries 0.42; number 38, H, carries 0.58; number 39, H, carries 0.42; number 40, H, carries 0.50; number 41, H, carries 0.42; number 42, H, carries 0.31; number 43, H, carries 0.28; number 44, H, carries 0.28; number 45, H, carries 0.38; number 46, H, carries 0.39; number 47, H, carries 0.39; number 48, H, carries 0.40; number 49, S, carries -0.51; number 50, Sb, carries 0.43; number 51, S, carries -0.07; number 52, S, carries -0.42; number 53, S, carries -0.38; number 54, C, carries -0.57; number 55, C, carries -0.66; number 56, C, carries -0.59; number 57, C, carries 0.25; number 58, C, carries -0.22; number 59, C, carries -0.60; number 60, As, carries 1.75; number 61, C, carries 0.42; number 62, C, carries -0.22; number 63, C, carries -0.80; number 64, C, carries -0.46; number 65, C, carries -0.62; number 66, C, carries 0.15; number 67, C, carries 0.35; number 68, C, carries -0.49; number 69, C, carries -1.01; number 70, C, carries -0.60; number 71, C, carries -0.82; number 72, C, carries -0.12; number 73, H, carries 0.40; number 74, H, carries 0.46; number 75, H, carries 0.37; number 76, H, carries 0.23; number 77, H, carries 0.48; number 78, H, carries 0.33; number 79, H, carries 0.39; number 80, H, carries 0.38; number 81, H, carries 0.48; number 82, H, carries -0.49; number 83, H, carries 0.61; number 84, H, carries 0.52; number 85, H, carries 0.38; number 86, H, carries 0.43; number 87, H, carries 0.24

***

Calculated M (g mol⁻¹), listed in the same order as above: 783.74; 1026.76